Density functional theory data (wB97M-V/def2-TZVPD) for a 15-piece molecular cluster, H30O15 overall.

Each line ends with the natural charge from an NBO analysis.
Cartesian coordinates (Å):
O  0.2475  0.3235  0.2075  -0.948
O  4.3776  -2.6914  0.9690  -0.918
O  4.5784  1.0069  -1.2737  -0.942
O  2.3515  2.4646  2.1497  -0.954
O  -0.0985  0.4147  -2.4304  -0.917
O  0.9140  2.6020  -1.6001  -0.934
O  -3.2713  1.4771  4.1049  -0.896
O  0.5907  -1.1369  -5.3960  -0.935
O  -0.6662  2.6319  2.1149  -0.917
O  -0.4837  -1.7168  -0.2420  -0.950
O  -1.6533  0.8228  -0.8984  -0.901
O  -1.7561  -3.7203  3.9966  -0.920
O  -3.9650  1.8113  -2.0733  -0.952
O  -2.4919  -0.3831  2.4057  -0.931
O  2.2684  -3.0337  -2.7173  -0.922
H  1.6449  -2.8377  -3.4754  0.465
H  1.2439  2.9581  -0.7901  0.470
H  0.7503  0.2514  -2.0226  0.453
H  -0.0594  2.6724  -1.5965  0.466
H  1.9932  -2.3975  -2.0579  0.457
H  -1.5014  2.8809  2.5148  0.454
H  -2.7913  -1.3092  2.6706  0.485
H  -2.2258  0.8517  -0.0739  0.445
H  -4.3728  1.2273  -2.8120  0.468
H  1.8224  2.7358  1.3719  0.488
H  -1.2763  1.6971  -0.8393  0.452
H  0.3580  -0.3530  -0.5647  0.473
H  -0.3137  2.0610  2.8668  0.462
H  -3.7406  1.2232  -1.3375  0.478
H  -1.2532  -2.3043  0.0076  0.484
H  4.9337  0.3731  -0.5678  0.478
H  3.5166  -2.2710  0.9921  0.459
H  -1.8281  -0.0693  2.9360  0.448
H  0.0200  -1.1689  -6.1763  0.474
H  -1.0804  -4.3636  3.8801  0.468
H  -3.1736  2.1968  3.5594  0.453
H  0.0354  -0.1818  1.0006  0.459
H  4.0911  -3.3501  1.6812  0.459
H  -2.3839  1.0409  4.1710  0.444
H  2.1451  2.8832  2.9444  0.468
H  3.9776  0.5256  -1.8038  0.465
H  -1.4398  -3.0613  3.2780  0.452
H  -0.3767  -1.9902  -1.1550  0.476
H  0.1459  -1.6818  -4.7509  0.461
H  0.1966  0.8887  -3.1679  0.475

Calculated values
Orbital gap = 8.370 eV
2S+1 = 1
Energy = -31194.061 eV

Density functional theory data (wB97M-V/def2-TZVPD) for a 15-piece molecular cluster, H31O15 overall.

Each line ends with the natural charge from an NBO analysis.
Cartesian coordinates (Å):
O  -1.7447  -3.2778  1.8630  -0.836
O  1.2181  -1.3403  1.7408  -0.908
O  -1.4236  1.0633  1.9619  -0.984
O  1.9261  2.9508  -2.6071  -0.945
O  -1.6172  0.6112  -3.5478  -0.979
O  2.6790  -2.0138  -0.5234  -1.016
O  2.9643  -0.6444  -2.9743  -0.965
O  -1.6500  2.4559  -1.5276  -0.939
O  -3.7390  1.0624  0.1255  -0.944
O  2.0842  0.6508  3.6658  -0.946
O  0.8177  3.0860  3.4077  -0.947
O  -2.7104  -0.9875  1.6290  -0.861
O  -0.4645  -2.7737  -0.3269  -1.005
O  0.4727  -1.1487  -2.7301  -0.989
O  0.5110  0.5542  0.3499  -0.992
H  -2.2340  -1.8949  1.3835  0.545
H  -0.8928  -2.8634  2.0168  0.475
H  -1.8374  1.4824  -3.1434  0.499
H  -1.5326  -3.8757  1.3882  0.450
H  1.4841  1.0903  4.3218  0.484
H  -4.4678  0.6511  0.0364  0.470
H  -0.7445  0.9573  2.6782  0.521
H  0.4240  0.3809  -0.5760  0.487
H  2.8666  0.6457  4.1128  0.464
H  -1.0120  0.7682  -4.2281  0.466
H  0.2835  -2.3339  -0.7952  0.525
H  2.7939  0.2626  -3.1105  0.496
H  1.5165  3.5160  2.9052  0.478
H  -1.7800  3.4312  -1.7843  0.496
H  0.0704  3.5595  2.9591  0.471
H  0.8874  -0.2488  0.7533  0.501
H  1.5992  2.1417  -2.6667  0.456
H  -3.4252  1.2201  1.1097  0.512
H  -0.7322  1.1896  1.2204  0.541
H  -2.9376  -0.5756  0.6627  0.533
H  -0.4042  -3.6994  -0.5685  0.477
H  -2.3421  2.1074  -1.2210  0.463
H  0.5877  -1.1630  -3.7471  0.487
H  3.0269  -2.9817  -0.6902  0.474
H  3.8314  -0.9867  -3.1743  0.499
H  2.0795  -1.3655  2.0499  0.501
H  -2.1374  -0.1430  1.7623  0.513
H  2.5012  3.1393  -1.7949  0.491
H  -0.4926  -0.9328  -2.6761  0.498
H  0.9554  -2.2153  1.7328  0.468
H  2.7409  -1.5121  -1.4236  0.516

Calculated values
Orbital gap = 10.982 eV
2S+1 = 1
Energy = -31205.976 eV
Net charge = +1

Density functional theory data (wB97M-V/def2-TZVPD) for a 15-piece molecular cluster, H31O15 overall.

Each line ends with the natural charge from an NBO analysis.
Cartesian coordinates (Å):
O  2.8968  2.3509  0.3993  -0.968
O  1.3917  -0.7307  -3.1716  -0.962
O  2.3315  0.0822  -0.9965  -0.990
O  0.8119  1.9757  3.1539  -0.950
O  -4.0224  -1.4447  -1.2593  -0.991
O  -0.5731  0.4331  -4.0470  -0.857
O  3.0744  -0.8456  1.3829  -0.961
O  0.3314  -0.3141  0.5400  -1.030
O  -0.4033  2.0231  0.1232  -1.002
O  -1.2468  -3.4707  -0.1356  -0.942
O  -1.9320  0.7848  -2.0368  -0.896
O  -1.6891  -1.4169  3.0229  -0.973
O  -0.2336  2.3038  -2.5219  -1.003
O  1.6075  -2.6040  2.1966  -0.943
O  -2.9210  0.3499  1.7891  -0.954
H  0.0473  -1.3002  0.0559  0.501
H  -1.7650  -1.7021  4.0286  0.478
H  -0.6553  1.3196  -3.5400  0.519
H  2.2766  -0.8885  -3.9032  0.523
H  2.5308  3.2745  0.6492  0.490
H  -3.5853  0.4321  2.5719  0.480
H  -1.1361  -4.0956  -0.8558  0.472
H  -1.0687  1.3870  0.3707  0.516
H  1.1805  2.4778  3.8763  0.477
H  -0.6779  -1.2801  2.9415  0.494
H  0.0031  2.3724  0.9939  0.532
H  -1.3448  0.7619  -1.3665  0.465
H  0.1373  1.5154  3.5907  0.478
H  -0.3603  2.2102  -1.5213  0.522
H  2.0592  -1.8699  1.9150  0.463
H  -4.5358  -0.9263  -0.6078  0.498
H  -1.9324  -3.8444  0.3743  0.473
H  3.8199  2.7199  0.3970  0.489
H  -2.8246  -0.5176  1.6486  0.474
H  -0.9352  0.1913  -3.0412  0.496
H  0.4422  0.1627  -3.6321  0.509
H  -0.2310  3.3337  -2.7026  0.517
H  -4.2383  -2.4159  -1.2795  0.501
H  3.3340  -0.1652  -0.7126  0.565
H  1.1438  -0.1341  -0.0915  0.468
H  3.4273  -0.5771  2.2544  0.488
H  -2.4580  -0.0487  -1.8772  0.525
H  2.1122  1.0564  -0.9378  0.549
H  1.5958  -2.4941  3.0743  0.438
H  1.7895  -0.4434  -2.2842  0.511
H  2.4251  0.0115  1.1716  0.512

Calculated values
Orbital gap = 9.947 eV
2S+1 = 1
Energy = -31205.181 eV
Net charge = +1

Density functional theory data (wB97M-V/def2-TZVPD) for a 16-piece molecular cluster, H32O16 overall.

Each line ends with the natural charge from an NBO analysis.
Cartesian coordinates (Å):
O  2.1378  3.5425  -0.1971  -0.930
O  5.0298  0.8678  -1.8741  -0.998
O  0.8387  -2.6537  1.8004  -0.941
O  -3.6104  -3.7958  -0.5806  -0.943
O  -0.8125  -2.4509  -2.6451  -0.929
O  0.8310  0.8997  0.5192  -0.983
O  3.1379  -3.7821  0.9320  -1.003
O  -3.2148  -0.0054  -4.5498  -0.965
O  5.2658  1.0577  0.7420  -0.924
O  -4.8398  -0.8832  -1.7489  -0.945
O  -2.7147  2.5765  3.9172  -0.953
O  -1.8413  0.2717  1.4059  -0.968
O  -0.5929  2.1155  2.2386  -0.976
O  -0.4578  0.9396  -1.8711  -0.990
O  4.8861  -1.6539  2.9304  -0.948
O  -2.8302  1.7634  -0.2827  -1.009
H  1.3239  1.6925  0.7670  0.485
H  0.1513  -2.2567  1.2503  0.478
H  -2.3116  1.9693  0.5114  0.523
H  2.5816  2.8284  -0.6486  0.467
H  5.8041  0.2583  0.7064  0.482
H  -3.4479  2.4023  3.3170  0.480
H  -3.1328  2.6476  4.7815  0.484
H  4.2532  1.2963  -2.2130  0.470
H  0.3906  1.2529  -0.2854  0.482
H  -1.8846  0.1929  0.4469  0.461
H  -3.3931  2.5013  -0.5205  0.484
H  -1.2731  1.9052  2.9020  0.499
H  -0.8682  0.2908  1.3992  0.503
H  -0.3449  0.0723  -2.2539  0.494
H  -1.3159  1.2302  -1.5979  0.509
H  2.3303  -3.2497  1.0239  0.506
H  -0.3649  -1.8970  -2.0221  0.457
H  5.1395  0.7950  -0.9012  0.482
H  -4.1476  -0.4317  -2.2719  0.471
H  4.5959  -2.5662  2.8205  0.485
H  3.0304  -4.6452  0.5399  0.475
H  -4.0804  -0.3945  -4.4531  0.478
H  5.8079  1.7922  0.4629  0.487
H  -3.3003  -4.0363  -1.4548  0.458
H  0.7861  -2.0503  2.5397  0.485
H  -2.9742  0.1740  -5.4593  0.487
H  -0.2546  2.9451  2.6056  0.467
H  -4.8045  -0.1956  -1.0622  0.475
H  1.4374  3.6717  -0.8423  0.467
H  -4.0980  -2.9742  -0.7071  0.486
H  -1.5942  -2.7800  -2.1882  0.472
H  4.7457  -1.2502  2.0707  0.463

Calculated values
Orbital gap = 10.451 eV
2S+1 = 1
Energy = -33278.519 eV

Density functional theory data (wB97M-V/def2-TZVPD) for a 16-piece molecular cluster, H32O16 overall.

Each line ends with the natural charge from an NBO analysis.
Cartesian coordinates (Å):
O  3.8666  -3.8293  0.9103  -0.950
O  -2.5820  -3.0437  3.6673  -0.947
O  0.2918  -1.9254  3.0126  -0.959
O  -4.7278  -1.2027  -1.2978  -0.939
O  2.8770  -2.6662  -1.5973  -0.965
O  5.0594  -0.3231  -2.0309  -0.993
O  -4.0902  4.6216  1.0290  -0.925
O  4.0629  -0.8391  -4.6088  -0.996
O  -0.1433  0.6034  -3.3609  -0.968
O  -1.8941  1.6941  1.2348  -0.968
O  2.7622  3.1311  0.9371  -0.958
O  2.2592  1.0570  -2.5025  -0.947
O  -1.2147  -1.4577  -1.0302  -0.955
O  -0.0484  2.9969  -0.1762  -0.962
O  -2.2145  -0.3421  5.6132  -0.928
O  -4.4496  1.3725  0.2254  -0.967
H  5.8726  0.1933  -2.0423  0.503
H  3.9606  -3.5755  -0.0498  0.474
H  -4.6363  1.5058  -0.7386  0.496
H  -4.5485  4.2986  0.2523  0.460
H  2.6184  3.3154  1.8095  0.470
H  -3.2158  4.6449  0.7165  0.468
H  -2.5815  -3.9621  3.8344  0.463
H  -4.7997  -1.4788  -0.3856  0.471
H  0.7044  0.4061  -3.6952  0.487
H  -3.9400  -0.6149  -1.1586  0.469
H  4.4830  -0.9528  -3.7645  0.499
H  3.8252  -2.9105  1.3544  0.466
H  0.3594  2.4991  0.5470  0.474
H  3.5746  -2.4700  -2.2224  0.483
H  0.1512  -1.2608  2.3291  0.490
H  -1.9056  -2.0393  -1.5064  0.466
H  2.7589  3.9180  0.3717  0.489
H  -2.0778  2.6068  1.6042  0.465
H  -2.5541  -0.4675  4.6821  0.468
H  3.1239  -0.5945  -4.7254  0.488
H  -0.8124  2.4706  -0.3163  0.484
H  -2.8369  1.3711  1.2273  0.493
H  -4.5363  2.1832  0.7027  0.480
H  2.6772  -3.6298  -1.5802  0.491
H  -1.8083  -1.2093  5.5439  0.460
H  2.0224  1.3308  -1.5792  0.488
H  -0.7073  -1.2452  -1.9055  0.488
H  -0.4802  1.4533  -3.6363  0.479
H  0.8907  -1.5569  3.6512  0.473
H  2.7655  0.2933  -2.3541  0.460
H  -1.6220  -2.9115  3.7270  0.481
H  4.4812  -0.1852  -1.2023  0.501

Calculated values
Orbital gap = 10.702 eV
2S+1 = 1
Energy = -33277.731 eV

Number 1: largest force on an atom 5.2 eV/Å. Number 2: largest force on an atom 16.4 eV/Å. Number 3: largest force on an atom 7.2 eV/Å. Number 4: largest force on an atom 2.0 eV/Å. Number 5: largest force on an atom 4.2 eV/Å.